The following is a DFT calculation (ωB97M-V/def2-TZVPD) of a cluster of 3 separate species, C5H16NO3 in total at a distorted geometry.

The geometry in ORCA input format:
```
! wB97M-V def2-TZVPD RIJCOSX def2/J DEFGRID3
* xyz 0 2
C -0.812 0.592 -1.608
O -0.230 1.823 -1.901
C -0.383 0.197 -0.168
C -1.229 -1.039 0.268
C -2.542 -0.429 0.649
C -2.668 0.463 1.632
N 1.097 -0.137 -0.238
H -1.904 0.460 -1.678
H -0.296 -0.232 -2.280
H -0.721 2.551 -1.503
H -0.422 0.943 0.634
H -0.773 -1.563 1.202
H -1.426 -1.903 -0.376
H -3.407 -0.321 -0.031
H -1.859 0.664 2.374
H -3.542 1.086 1.786
H 1.413 -0.650 -1.120
H 1.738 0.674 -0.197
H 1.319 -0.905 0.415
H 2.009 -2.347 2.497
H 2.265 -0.924 2.806
O 2.219 -1.519 2.046
H 3.429 0.154 -2.136
H 3.293 1.626 -1.711
O 3.432 0.736 -1.362
*
```

Results
ΔE to the lowest compared entry with this formula, charge and spin: 166.1 kJ/mol
E: -480.39306 a.u.
LUMO level (alpha / beta): 0.6058 / 0.4052 eV